(1)
{"formula": "C4H10N4O3", "method": "ωB97M-V/def2-TZVPD", "species": ["H", "N", "C", "O", "C", "N", "C", "N", "H", "N", "C", "O", "O", "H", "H", "H", "H", "H", "H", "H", "H"], "positions_angstrom": [[1.07, -2.79, -1.22], [0.60, -1.90, -0.99], [1.31, -1.10, -0.30], [2.68, -1.14, -0.17], [0.76, 0.14, 0.46], [1.82, 1.06, 0.83], [-0.16, 0.97, -0.42], [0.34, 1.99, -0.92], [-0.15, 2.63, -1.57], [-1.50, 0.54, -0.68], [-2.30, -0.20, 0.07], [-3.53, -0.33, -0.23], [-1.78, -0.77, 1.12], [2.93, -1.98, -0.62], [0.22, -0.24, 1.39], [1.67, 1.49, 1.76], [1.78, 1.87, 0.20], [2.85, 0.67, 0.87], [-2.08, 1.09, -1.37], [-4.32, -0.43, 0.34], [-2.21, -1.59, 1.45]], "mulliken_charge": [0.302, -0.531, 0.292, -0.485, -0.123, -0.330, 0.248, -0.536, 0.297, -0.077, 0.581, -0.398, -0.378, 0.373, 0.457, 0.415, 0.306, 0.404, 0.353, 0.453, 0.377], "total_charge": 2, "gap_ev": 10.1, "lumo_ev": -7.841, "smiles": "[H]/N=C(\\O)[C@@H]([NH3+])/C(=N/[H])[NH+]=C(O)O", "relative_energy_kj_mol": 29.3}


(2)
{"formula": "C12H11NS", "method": "ωB97M-V/def2-TZVPD", "species": ["C", "C", "C", "C", "C", "C", "C", "C", "C", "S", "C", "C", "N", "C", "H", "H", "H", "H", "H", "H", "H", "H", "H", "H", "H"], "positions_angstrom": [[-3.70, -1.59, -0.20], [-2.77, -0.84, -0.48], [-2.22, 0.42, -0.86], [-2.90, 0.84, -2.16], [-1.10, 0.94, -0.35], [-0.49, 0.26, 0.91], [-0.79, -1.16, 1.28], [0.37, -1.94, 1.23], [1.43, -1.04, 0.99], [3.11, -1.17, 0.78], [3.11, 0.50, 0.35], [4.52, 1.04, 0.22], [2.03, 1.10, 0.49], [1.01, 0.23, 0.68], [-3.95, -2.55, 0.12], [-3.03, 1.93, -2.36], [-3.87, 0.48, -2.19], [-2.37, 0.40, -2.97], [-0.74, 2.02, -0.49], [-0.74, 0.89, 1.72], [-1.83, -1.52, 1.45], [0.42, -3.00, 1.42], [4.74, 1.83, 1.04], [5.16, 0.22, 0.06], [4.58, 1.72, -0.67]], "mulliken_charge": [-0.240, -0.638, 1.220, -1.508, -0.889, 0.703, -0.840, -0.623, 0.477, -0.276, 0.709, -1.021, -0.677, -0.604, 0.394, 0.325, 0.445, 0.306, 0.268, 0.508, 0.556, 0.473, 0.255, 0.386, 0.289], "gap_ev": 8.5, "lumo_ev": 0.571, "smiles": "C#C/C(C)=C\\[C@H]1C=Cc2sc(C)nc21", "relative_energy_kj_mol": 359.9}


(3)
{"formula": "C16H23Cl3CoN3O7PS2Si", "method": "ωB97M-V/def2-TZVPD", "species": ["Co", "C", "S", "C", "S", "N", "N", "C", "C", "C", "C", "C", "C", "N", "H", "H", "H", "H", "H", "H", "H", "H", "O", "C", "O", "C", "O", "O", "Cl", "Si", "Cl", "Cl", "C", "C", "O", "P", "O", "C", "C", "O", "C", "C", "H", "H", "H", "H", "H", "H", "H", "H", "H", "H", "H", "H", "H", "H", "H"], "positions_angstrom": [[-0.93, -0.69, 1.60], [-2.74, 1.31, 6.18], [-1.18, 1.92, 5.52], [-0.86, 0.76, 4.19], [-1.79, -0.62, 3.97], [0.21, 1.15, 3.54], [0.56, 0.36, 2.48], [1.77, 0.55, 2.12], [2.53, -0.14, 1.08], [3.81, 0.36, 0.80], [4.59, -0.28, -0.14], [4.08, -1.41, -0.77], [2.81, -1.84, -0.41], [2.05, -1.22, 0.48], [-3.00, 1.98, 7.00], [-2.62, 0.29, 6.56], [-3.52, 1.31, 5.43], [2.33, 1.29, 2.70], [4.17, 1.24, 1.32], [5.58, 0.09, -0.38], [4.66, -1.95, -1.51], [2.38, -2.74, -0.85], [-3.96, 1.63, 0.89], [-3.07, 0.79, 0.89], [-1.86, 0.99, 1.26], [-3.32, -0.66, 0.35], [-4.33, -0.93, -0.28], [-2.34, -1.47, 0.58], [-1.36, -4.06, 3.16], [-0.03, -2.76, 2.09], [1.66, -2.77, 3.43], [0.66, -4.26, 0.68], [-1.38, -2.90, -3.10], [-0.50, -2.26, -2.05], [0.02, -1.02, -2.58], [-0.24, 0.27, -1.61], [-1.67, 0.69, -2.25], [-2.33, 1.89, -1.84], [-2.29, 2.90, -2.97], [0.64, 1.40, -2.46], [2.02, 1.49, -2.14], [2.80, 1.77, -3.41], [-1.76, -3.86, -2.73], [-0.82, -3.08, -4.02], [-2.23, -2.25, -3.32], [0.34, -2.91, -1.79], [-1.07, -2.09, -1.13], [-1.85, 2.30, -0.95], [-3.35, 1.63, -1.57], [-1.26, 3.17, -3.21], [-2.84, 3.80, -2.69], [-2.75, 2.48, -3.87], [2.38, 0.55, -1.70], [2.18, 2.28, -1.40], [2.66, 0.96, -4.12], [3.87, 1.86, -3.18], [2.46, 2.70, -3.86]], "mulliken_charge": [0.821, -0.825, -0.102, 0.432, -0.490, -1.397, 1.344, -1.373, 1.287, -0.874, -0.474, -0.958, -0.231, 0.647, 0.324, 0.261, 0.273, 0.256, 0.419, 0.393, 0.405, 0.185, -0.745, 0.421, -0.556, 0.704, -0.750, -0.610, -0.414, 0.557, -0.412, -0.415, -1.665, 0.981, -0.473, 1.076, -0.374, -0.243, -1.424, -0.455, 0.674, -1.462, 0.385, 0.351, 0.340, 0.013, -0.367, 0.281, 0.404, 0.214, 0.423, 0.296, -0.349, 0.256, 0.289, 0.415, 0.310], "total_charge": -2, "multiplicity": 2, "gap_ev": [6.2, 6.5], "lumo_ev": [4.283, 4.283], "s_squared": 0.7648, "relative_energy_kj_mol": 3.2}


| no. | E_tot (Ha) |
| --- | --- |
| 1 | -602.5256 |
| 2 | -916.6395 |
| 3 | -5505.3592 |